84
Properties=species:S:1:pos:R:3:mulliken_charge:R:1 method="wB97M-V/def2-TZVPD" charge=+1 orbital_gap_ev=8.1
H 0.31 -2.84 1.73 0.310
C -3.31 1.31 3.39 -1.192
C 6.97 4.35 -0.55 -0.976
C 2.48 -0.36 -0.61 -1.204
H 3.06 -1.12 1.35 0.274
C 7.09 4.43 0.96 -0.335
H 6.43 0.22 -4.42 0.409
H 0.42 -4.29 -0.58 0.497
F 5.44 -2.28 0.36 -0.337
H -8.50 1.46 3.50 0.276
C -5.11 -1.73 2.52 -0.899
H 7.74 4.97 -1.02 0.393
H 4.28 -0.26 0.48 0.009
C -0.12 -2.57 0.79 -0.608
H 6.98 5.46 1.28 0.334
H -10.24 1.21 3.34 0.268
H -11.59 -0.57 1.73 0.267
O 6.07 3.72 1.66 -0.443
H 5.18 1.97 2.03 0.276
C -9.33 1.49 2.80 -1.044
H -11.88 -2.13 2.49 0.389
C 6.01 2.33 1.42 -0.081
H 2.82 -0.49 -7.85 0.294
H 7.12 0.50 1.65 0.357
H 5.99 4.70 -0.88 0.273
H 2.91 -0.24 -1.59 0.545
C 3.48 -0.97 0.36 0.140
C 5.39 0.51 -4.54 -1.026
H 0.57 -0.31 -1.32 0.299
C 3.23 0.45 -7.48 -1.041
H -3.43 2.33 3.04 0.399
H 5.36 1.36 -5.22 0.277
H 4.96 -1.02 -6.02 0.357
H -5.55 -0.75 2.32 0.164
H -0.62 -0.44 0.42 0.089
H -10.01 -0.97 3.68 0.321
H 1.68 -3.44 0.19 -0.068
H 8.12 1.87 1.19 0.277
H 4.65 -1.49 -4.36 0.324
H -3.98 -1.15 4.27 0.318
H -1.18 -2.72 0.72 0.266
H 0.83 -0.70 1.42 0.409
H 4.19 -2.32 -1.20 0.212
H -8.17 0.89 1.10 0.347
C 1.11 -0.99 -0.67 -0.226
C -11.15 -1.55 1.93 -1.053
C -9.85 -1.45 2.70 -0.341
H -3.85 0.42 1.50 0.337
H -2.13 0.72 1.70 0.222
H -10.98 -2.04 0.97 0.299
H 0.19 -2.27 -2.02 0.443
H 1.79 -2.54 -1.94 0.279
C -3.03 0.38 2.23 -0.131
H 7.53 1.75 2.84 0.299
C 0.23 -1.06 0.60 -0.403
H -9.46 2.51 2.44 0.395
H -4.22 1.03 3.93 0.259
O -8.81 -0.78 2.00 -0.394
C 7.27 1.57 1.79 -1.011
H 4.31 0.42 -7.59 0.268
H -5.85 -2.30 3.08 0.394
H 1.72 0.73 -5.98 0.309
H 2.30 0.65 -0.26 0.347
N 0.97 -2.32 -1.36 0.033
H 3.20 1.63 -5.66 0.318
O 3.18 -0.39 -5.16 -0.421
H -2.48 1.28 4.11 0.329
C 0.70 -3.30 -0.26 -0.245
C 4.57 -0.66 -5.06 -0.345
H -3.43 -2.63 3.51 0.345
H -9.89 0.60 0.90 0.320
H 7.10 3.33 -0.92 0.227
C 4.14 -2.25 -0.12 -0.298
C 2.81 0.67 -6.03 -0.328
H 2.86 1.27 -8.10 0.388
O -2.77 -0.96 2.60 -0.315
H -4.94 -2.23 1.56 0.278
H 3.67 -3.14 0.28 0.153
H 8.08 4.10 1.29 0.295
H 5.00 0.85 -3.58 0.231
H 5.73 2.14 0.37 0.123
C -3.81 -1.63 3.30 -0.445
H -9.46 -2.45 2.90 0.305
C -9.07 0.56 1.62 -0.358

***

65
Properties=species:S:1:pos:R:3:mulliken_charge:R:1 method="wB97M-V/def2-TZVPD" charge=+2 multiplicity=3 orbital_gap_ev="7.8 / 8.6" s_squared=2.09
H 1.10 -3.00 0.15 -0.024
H -2.22 2.31 0.06 -0.547
H -3.97 0.33 -2.22 0.342
H 0.11 3.26 3.42 0.461
H -1.89 4.05 -3.33 0.440
C -0.13 -2.01 -4.20 -1.001
H -0.43 -1.09 -4.68 0.321
H -1.55 3.79 0.78 0.469
C 1.22 2.71 0.44 -0.931
H 0.77 -3.96 -1.90 0.337
H -1.62 3.81 -1.57 0.243
H 0.93 -2.00 -3.95 0.328
C -1.75 2.73 0.95 -0.302
C 2.26 0.41 -2.69 -0.434
H -2.91 0.88 3.01 0.312
Si -1.50 -0.95 2.03 -0.291
H -0.59 -4.83 -2.67 0.445
C -2.02 -2.50 1.10 -0.733
H 2.81 0.89 2.54 0.421
H -3.83 1.89 -1.37 0.320
H -0.25 3.73 -2.71 0.353
C -3.06 0.04 2.32 -1.094
H 3.52 -0.73 2.61 0.474
H -2.62 -3.12 1.77 0.452
C 2.57 -0.17 2.59 -1.127
Si 1.56 -0.78 1.16 -0.956
H -3.50 0.43 1.40 0.299
H 1.03 1.78 3.66 0.323
C 4.43 0.17 -1.76 -0.442
H 2.59 -3.00 1.09 0.429
C 3.85 -0.20 -0.56 -0.718
H 4.47 -0.44 0.29 0.462
H 1.59 0.65 -3.51 0.485
H 2.07 -0.37 3.54 0.419
H 5.51 0.22 -1.85 0.484
C -0.77 -1.41 3.68 -0.930
V -0.27 -0.09 -0.95 -0.048
H -0.36 -2.85 -4.85 0.405
H -3.79 -0.63 2.78 0.452
C -3.68 1.38 -2.31 -0.982
H 0.09 -2.09 3.62 0.295
C 2.46 -0.26 -0.45 0.451
Te -1.27 -2.29 -2.42 0.360
C -1.31 3.53 -2.57 -0.963
C 3.62 0.49 -2.85 -1.041
H -4.25 1.85 -3.10 0.406
H 4.04 0.78 -3.80 0.468
C 0.10 2.18 3.26 -1.016
H 1.04 -3.12 1.91 0.345
H -1.17 -3.10 0.78 -0.070
C -0.30 -4.11 -1.91 -1.094
H 1.26 3.77 0.70 0.514
H -2.48 2.67 1.76 0.398
H -0.73 1.78 3.84 0.322
H 1.06 2.66 -0.65 0.114
C -0.19 0.01 1.00 1.538
H -0.46 -0.53 4.25 0.310
H -2.66 -2.27 0.24 0.254
H -0.66 -4.44 -0.94 0.345
Si -0.14 1.89 1.43 0.171
N 1.70 0.05 -1.53 0.796
H 2.21 2.30 0.64 0.290
H -1.54 -1.93 4.27 0.456
C 1.56 -2.65 1.08 -0.788
Te -1.63 1.45 -2.85 0.221